Record 1
32
Properties=species:S:1:pos:R:3:forces:R:3:mulliken_charge:R:1 method="wB97M-V/def2-TZVPD" total_charge=+1 homo_ev=-11.1489 largest_force_ev_per_a=1.87
C -3.0208 -0.4640 -1.0961 -0.41 0.37 0.11 -1.440
C -0.2336 1.6283 0.3408 -0.17 -1.56 0.58 0.035
C -0.8552 0.9802 -0.7398 0.84 -0.10 -0.44 1.054
C -2.0284 0.2829 -0.2705 0.06 0.39 0.28 0.672
C -2.1254 0.6129 1.0468 0.40 -0.33 0.09 -1.257
C 1.0576 2.1368 0.2468 -0.56 1.31 -0.38 -1.015
C 1.5017 2.4198 -1.0385 0.86 -1.01 -0.05 -0.628
C -0.2226 1.0392 -1.9868 -0.88 0.36 -0.39 -0.575
C 0.8819 1.8535 -2.1660 -0.45 -0.10 0.41 -0.462
N -0.9922 1.3060 1.4692 -0.21 0.89 0.00 0.046
H -1.0672 1.9627 2.2318 0.05 -0.05 0.05 0.298
H 1.5955 2.4914 1.1165 0.01 0.04 0.02 0.484
H -2.8795 0.3836 1.7833 -0.19 -0.05 -0.12 0.454
H 2.4714 2.8824 -1.1733 -0.13 0.29 0.04 0.398
H -0.7218 0.5463 -2.8164 0.26 0.06 -0.14 0.462
H -3.7780 -0.8928 -0.4403 -0.11 -0.01 -0.13 0.401
H -2.6421 -1.2639 -1.7303 0.36 0.00 0.09 0.326
H 1.2409 2.0510 -3.1644 0.23 -0.07 0.01 0.452
H -3.5039 0.2553 -1.7623 -0.15 -0.17 -0.04 0.339
C 1.5223 -1.8610 -0.9703 0.97 -0.04 -0.35 -0.774
C 0.9824 -1.4191 1.3938 -0.16 -1.84 0.25 0.622
N 0.6546 -1.8514 0.1899 0.56 0.12 -0.55 -0.097
N 2.2694 -1.4641 1.8029 -0.06 1.21 -0.18 -0.415
N 0.0556 -1.2613 2.3314 -0.19 -0.15 0.69 -0.351
H -0.2550 -2.2177 -0.0033 -0.69 0.49 0.29 0.218
H 2.9979 -1.1782 1.1707 0.11 -0.11 -0.04 0.205
H 2.4274 -1.2382 2.7710 0.13 0.11 0.02 0.253
H -0.9028 -1.5521 2.2410 0.00 0.17 -0.55 0.249
H 0.2178 -0.6210 3.0872 0.21 -0.10 0.13 0.219
H 2.5449 -1.5569 -0.7535 -0.09 0.06 0.35 0.270
H 1.1761 -1.1389 -1.7049 -0.26 -0.09 -0.06 0.202
H 1.6312 -2.8518 -1.4065 -0.36 -0.07 0.01 0.355

***

Record 2
37
Properties=species:S:1:pos:R:3:forces:R:3:mulliken_charge:R:1 method="wB97M-V/def2-TZVPD" total_charge=0 homo_ev=-8.1181 smiles="NC(=O)CC[C@H](NC(=O)[C@@H](N)Cc1c[nH]cn1)C(=O)O" largest_force_ev_per_a=4.67
C 2.0445 -1.4098 1.0650 -2.07 2.00 -3.68 -0.163
C 0.9104 -0.5009 1.5037 -0.03 0.18 1.96 0.243
C 2.5400 -0.8453 -0.3773 1.26 0.02 1.62 -0.568
C 2.7567 0.7002 -0.2733 -0.07 -3.05 -0.68 0.619
C 1.8530 1.6750 -0.4577 -2.74 0.70 -0.26 -0.349
C 3.7850 2.4802 -0.3998 2.04 2.25 0.78 -0.530
C -1.1583 -1.3855 0.0954 1.80 0.91 -0.05 0.561
C -0.4319 -1.1405 -1.2766 -2.75 -0.63 2.18 -0.098
C -2.6991 -1.0806 0.0380 0.98 -1.18 -1.40 -1.271
C -3.2551 0.2577 -0.4489 0.49 -0.84 -2.32 -0.281
C -3.0607 1.5440 0.2957 1.42 0.47 -0.24 0.398
H 1.2354 -3.1418 0.2862 -0.07 0.10 -0.21 0.203
H 1.3414 -3.1168 1.9139 -0.77 -0.64 1.93 0.292
H 2.7247 -1.0819 1.7699 2.07 -0.09 1.30 0.583
H 1.8987 -1.0666 -1.2251 -0.29 0.03 0.41 0.087
H 3.4983 -1.4034 -0.6360 -0.89 1.07 0.49 0.447
H 0.7875 1.6551 -0.5852 -0.21 -0.37 0.07 0.353
H 4.6037 3.1827 -0.4224 -0.08 0.27 0.02 0.456
H 2.0760 3.8413 -0.6269 0.52 -1.10 0.12 0.225
H -0.9211 0.0751 1.5912 -0.49 0.76 0.33 0.238
H -1.0302 -2.4335 0.3437 -0.32 -0.29 -0.37 0.379
H -3.1670 -1.7493 -0.8015 1.12 0.45 1.92 0.279
H -2.9934 -1.4261 1.0228 -0.81 0.23 0.09 0.451
H -4.3057 0.0349 -0.5870 -0.45 0.33 0.34 0.348
H -2.9202 0.3070 -1.5601 -0.05 0.57 1.86 0.295
H -4.7768 2.3421 -0.3242 -0.91 0.28 -0.65 0.239
H -4.0696 3.0202 1.1235 -0.72 -0.61 -1.21 0.320
H 0.4574 -2.0436 -2.5654 -0.09 -0.48 -0.18 0.486
N 1.6975 -2.7613 1.0906 1.23 -1.08 -1.93 -0.514
N 4.0196 1.2091 -0.1861 -0.88 1.38 -0.83 -0.736
N 2.4732 2.9012 -0.5031 1.76 -1.84 -0.02 -0.003
N -0.4121 -0.6868 1.2089 -1.50 -0.35 -1.59 -0.132
N -4.2798 2.1941 0.5166 2.33 0.82 2.29 -0.552
O 1.1671 0.2999 2.4007 -0.23 0.06 -0.62 -0.725
O -0.4242 -0.1290 -1.8933 0.44 1.35 -0.58 -0.558
O -1.9514 1.9775 0.6345 -2.18 -0.85 0.01 -0.567
O -0.0135 -2.2945 -1.7502 1.10 -0.82 -0.93 -0.456

***

Record 3
31
Properties=species:S:1:pos:R:3:forces:R:3:mulliken_charge:R:1 method="wB97M-V/def2-TZVPD" total_charge=0 homo_ev=-7.5076 smiles="CCn1c(=C(C)C)sc(=C(C)C)c1=O" largest_force_ev_per_a=0.81
C -1.8028 -0.1615 -0.0667 -0.43 -0.67 0.14 0.087
C -1.0499 1.0816 -0.2769 -0.26 0.56 -0.20 0.536
C 0.7351 -0.4574 -0.1432 0.11 -0.73 0.04 -0.112
C -3.1355 -0.3357 -0.0772 0.40 0.20 -0.06 0.892
C 1.9482 -1.0052 -0.3041 -0.18 0.19 0.08 1.471
C -3.7390 -1.6762 0.1994 0.22 0.03 -0.03 -1.502
C -4.1054 0.7660 -0.3497 0.15 0.21 0.02 -1.455
C 2.1581 -2.4675 -0.0383 -0.21 0.14 0.01 -1.738
C 3.1848 -0.2936 -0.7852 -0.17 0.11 0.00 -1.230
C 1.6712 2.2498 1.1988 -0.06 -0.07 -0.23 -1.135
C 1.1688 2.0183 -0.2233 0.18 0.40 0.11 -0.818
N 0.3037 0.8572 -0.2919 0.10 0.18 -0.17 0.020
O -1.5283 2.1927 -0.4197 0.02 0.03 0.08 -0.701
S -0.6725 -1.4744 0.2549 0.03 0.00 0.05 -0.470
H -4.0272 -1.7413 1.2495 -0.07 -0.03 0.09 0.304
H -4.6333 -1.8226 -0.4027 -0.07 -0.05 -0.03 0.375
H -3.0307 -2.4768 -0.0043 -0.07 -0.14 -0.02 0.467
H -4.6196 0.5739 -1.2919 -0.11 -0.05 -0.06 0.324
H -4.8577 0.7939 0.4379 -0.13 -0.01 0.05 0.342
H -3.6065 1.7268 -0.4097 -0.11 0.01 -0.01 0.361
H 2.4375 -2.9802 -0.9592 0.04 -0.10 -0.05 0.325
H 2.9697 -2.5993 0.6774 0.06 -0.08 0.05 0.352
H 1.2656 -2.9394 0.3626 0.07 -0.19 0.04 0.471
H 3.5339 0.4580 -0.0788 0.11 0.10 0.01 0.281
H 3.9823 -1.0208 -0.9157 0.08 0.00 -0.02 0.408
H 3.0141 0.1861 -1.7479 0.09 0.07 -0.05 0.319
H 2.1984 1.3749 1.5733 0.07 -0.06 0.06 0.296
H 2.3441 3.1029 1.2178 0.09 0.09 0.05 0.346
H 0.8324 2.4540 1.8605 -0.06 0.02 0.07 0.392
H 0.5463 2.8628 -0.5333 0.20 -0.18 -0.04 0.431
H 1.9951 1.9172 -0.9234 -0.08 0.02 0.01 0.361

***

Record 4
30
Properties=species:S:1:pos:R:3:forces:R:3:mulliken_charge:R:1 method="wB97M-V/def2-TZVPD" total_charge=0 homo_ev="-8.0444 / -8.0433" largest_force_ev_per_a=4.75
C -1.2513 0.4768 1.1093 -1.24 1.27 1.38 -0.515
C -1.1514 -0.6458 -0.9943 0.03 0.86 -0.04 -0.367
C -2.6233 0.5681 0.9859 0.17 -0.02 0.91 -0.478
C -2.5330 -0.5466 -1.0957 1.45 0.83 0.89 -0.868
C -0.5218 -0.1154 0.0878 1.15 1.35 1.29 0.394
C -3.2736 0.1312 -0.1746 0.08 0.04 1.93 0.419
C 1.2224 2.0855 -0.6929 3.36 -0.99 0.56 -1.489
C 3.1366 1.0861 0.6103 0.63 -1.75 -2.58 -1.637
C 0.6298 -2.8707 0.0728 -1.73 2.78 -0.95 -1.056
C 0.9276 -0.0838 0.3010 1.11 -3.97 2.35 -0.346
C 1.6261 1.2171 0.5154 -0.18 -0.09 -0.09 0.829
O -4.6161 0.3419 -0.1120 -1.25 -0.61 -3.67 -0.573
P 1.8337 -1.5842 -0.4184 0.71 1.15 2.85 0.081
H -0.7993 0.9678 2.0500 -0.44 -1.29 -1.68 0.169
H -0.5671 -1.0128 -1.8354 -0.25 -0.28 0.26 0.428
H -3.2324 0.8537 1.8616 0.28 0.27 -0.79 0.343
H -2.7910 -1.0227 -1.9411 -2.30 -1.24 -2.85 0.457
H 1.2493 1.4536 -1.5475 0.00 -0.34 -1.06 0.350
H 0.3018 2.4429 -0.5553 -3.81 1.34 0.33 0.398
H 1.8820 2.9260 -0.8529 0.38 0.17 0.05 0.453
H 3.6186 2.0304 0.6083 0.34 1.07 0.50 0.468
H 3.5368 0.4263 1.3906 -0.35 0.23 -0.14 0.358
H 3.5249 0.6440 -0.4398 -0.86 0.67 2.26 0.271
H 0.7433 -3.1766 1.0611 0.59 -0.26 1.72 0.369
H 0.9451 -3.6088 -0.5511 0.19 -2.79 -1.82 0.463
H -0.4335 -2.5549 -0.0786 1.02 -0.72 -0.02 0.341
H 0.8787 -0.9726 1.9861 0.45 1.61 -2.65 0.184
H 1.1345 1.5645 1.4241 0.52 0.70 0.11 0.235
H -4.9766 0.2216 -1.0716 0.69 0.25 2.64 0.328
H 1.5792 -1.2427 -1.7032 -0.74 -0.23 -1.70 -0.006

***

Record 5
29
Properties=species:S:1:pos:R:3:forces:R:3:mulliken_charge:R:1 method="wB97M-V/def2-TZVPD" total_charge=0 homo_ev="-7.8424 / -8.6164" largest_force_ev_per_a=4.35
C 3.1196 1.6903 0.6166 1.84 0.66 2.59 -0.623
C 3.0589 0.9370 -1.6142 0.62 0.76 0.98 -0.986
C 1.8811 1.2419 0.3744 -1.46 1.31 0.98 0.759
C 1.9080 0.8599 -1.0023 -1.51 -0.88 -0.45 -0.182
C 4.0253 1.5357 -0.5977 -1.23 -0.19 0.25 -0.290
C 0.6163 1.2502 1.2881 1.85 0.48 -1.18 -0.640
C -0.7810 1.5094 0.7021 -0.60 -2.80 0.99 -0.643
C -0.6354 -2.0422 0.0440 -2.97 -0.66 -2.65 -1.719
C -3.0054 -1.2832 0.8801 2.35 0.92 0.59 -1.421
C -2.6291 -1.6491 -1.5192 0.27 -0.30 0.35 -1.672
C -1.8818 -1.1397 -0.2223 -1.42 -2.30 -0.54 1.190
P -1.5332 0.6123 -0.7735 0.79 -0.12 0.91 0.009
H 3.5617 2.1185 1.6325 -1.23 -0.93 -2.27 0.247
H 3.3138 0.6858 -2.5870 0.39 -0.40 -1.61 0.497
H 4.3023 2.5604 -0.8916 0.55 -0.47 -0.10 0.266
H 4.8424 0.8179 -0.4321 0.14 0.65 0.04 0.304
H 0.7196 0.2976 1.7991 -0.66 -0.09 0.36 0.227
H 0.6646 2.0815 1.9989 0.74 -0.40 0.25 0.385
H -1.3303 1.2108 1.6825 -0.21 1.19 -1.87 0.229
H -0.8975 2.5014 0.3229 -0.06 1.02 0.63 0.417
H -0.2725 -1.8637 0.9524 1.54 0.83 3.99 0.478
H -0.9367 -3.1318 0.0372 0.45 1.11 -0.44 0.393
H 0.1244 -1.7485 -0.6426 0.68 -0.43 -0.84 0.404
H -3.1572 -2.3059 1.3003 0.10 0.76 -0.64 0.330
H -3.8616 -0.8229 0.4600 -1.31 -0.10 -0.25 0.446
H -2.7271 -0.5846 1.6810 -0.09 -0.49 0.39 0.338
H -3.5599 -1.0670 -1.5391 0.46 0.21 -0.96 0.440
H -1.9330 -1.5830 -2.3571 -0.48 0.58 -0.41 0.464
H -2.9962 -2.6892 -1.5932 0.46 0.06 0.92 0.355

***

Record 6
29
Properties=species:S:1:pos:R:3:forces:R:3:mulliken_charge:R:1 method="wB97M-V/def2-TZVPD" total_charge=0 homo_ev=-9.2612 smiles=CC(C)(C)C.c1ccccc1 largest_force_ev_per_a=5.39
C 1.9555 -0.0143 0.8862 1.31 0.86 0.30 1.656
C 1.5556 -0.5973 -0.3994 -0.07 -1.83 -4.34 -1.645
C 2.7286 -0.9895 1.6784 -0.38 -5.28 0.99 -1.202
C 0.7629 0.2052 1.8143 -0.82 -0.87 1.48 -0.905
C 2.7180 1.2870 0.7995 2.56 0.69 0.62 -1.659
C -2.6751 0.2982 0.0390 -0.67 0.49 0.52 -0.378
C -3.8604 -0.0566 -0.6097 -2.70 -0.39 0.72 -0.187
C -3.9426 -0.2595 -1.9799 2.43 0.05 -0.70 -0.496
C -2.7379 -0.0881 -2.7855 -1.32 -0.06 0.55 -0.306
C -1.5886 0.4088 -2.1761 0.06 -1.30 1.00 -0.617
C -1.5781 0.5150 -0.7492 1.53 0.65 -1.05 0.451
H 2.2869 -1.2151 -1.0448 0.18 1.35 1.37 0.357
H 0.8436 -1.4647 -0.3422 -0.25 1.33 0.39 0.439
H 1.2432 0.1757 -1.1649 -0.20 -0.86 0.99 0.239
H 2.8407 -0.5720 2.7349 0.85 -1.10 -1.44 0.306
H 1.8970 -1.8914 1.7397 2.01 1.75 0.60 0.319
H 3.5919 -1.6603 1.2397 -1.11 2.20 0.70 0.287
H 1.4115 0.0312 2.8891 -3.40 1.37 -2.32 0.217
H 0.1213 -0.7299 1.5878 0.65 1.48 1.05 0.288
H 0.0488 1.1297 1.6520 1.90 -1.56 0.66 0.306
H 2.1085 1.9297 0.2413 -0.96 1.55 -0.54 0.466
H 2.8453 1.6644 1.8753 -0.07 -0.21 -1.62 0.302
H 3.7615 1.3847 0.2493 -1.93 -0.96 1.20 0.284
H -2.6702 0.4986 1.1397 0.14 -0.43 -1.14 0.322
H -4.8584 -0.2003 -0.0208 2.08 0.27 -0.91 0.210
H -4.8454 -0.6358 -2.4426 -0.01 0.14 0.05 0.368
H -2.7584 -0.3962 -3.8512 0.03 0.51 0.79 0.325
H -0.6038 0.4699 -2.6897 -1.03 0.17 0.19 0.267
H -0.6019 0.7729 -0.3101 -0.82 -0.02 -0.12 -0.014

***

The following electronic energy values (in Ha) correspond, in order, to the records above: -648.177738; -1004.086205; -957.528983; -845.753339; -770.465593; -429.818702.